# 1
A single CH4N2 molecule, computed with ωB97M-V/def2-TZVPD.

Energy above the lowest of the compared OMol25 structures with the same formula, charge and spin in kJ/mol: 161.5
Gap between HOMO and LUMO in eV: 11.24
E_HOMO in eV: -10.03
Largest force on an atom in eV/A: 1.21
E_LUMO in hartree: 0.04453
Structure (SMILES): [H]/N=C/N

Cartesian coordinates (Å):
N (1.008, -0.609, 0.004)
H (1.381, -0.810, 0.918)
H (1.594, 0.107, -0.401)
C (-0.348, -0.250, -0.154)
H (-1.590, 1.163, -0.325)
H (-0.937, -0.956, -0.745)
N (-0.734, 0.916, 0.177)

***

# 2
C5H9NO2 as an isolated structure, computed with ωB97M-V/def2-TZVPD.

Energy above the lowest of the compared OMol25 structures with the same formula, charge and spin in kJ/mol: 437.5
Gap between HOMO and LUMO in eV: 9.96
E_HOMO in eV: -9.43
Largest force on an atom in eV/A: 0.61
E_LUMO in hartree: 0.01953

Cartesian coordinates (Å):
O (0.964, 1.881, -0.950)
H (-0.105, 1.041, 1.380)
H (-0.311, -1.331, 2.167)
H (-1.821, -0.648, -0.522)
H (0.474, 1.253, 0.093)
C (0.294, -1.066, 1.295)
N (2.902, -0.959, -0.784)
C (0.807, 0.583, -1.106)
C (1.969, -0.307, -0.952)
H (-1.987, 1.095, -0.255)
C (-1.675, 0.154, 0.204)
H (-0.534, 0.873, -2.380)
H (-2.343, -0.034, 1.049)
H (1.329, -0.965, 1.621)
H (0.242, -1.900, 0.592)
C (-0.232, 0.202, 0.657)
O (0.026, 0.128, -2.109)

***

# 3
A single C5H2O molecule, computed with ωB97M-V/def2-TZVPD.

Energy above the lowest of the compared OMol25 structures with the same formula, charge and spin in kJ/mol: 344.2
Gap between HOMO and LUMO in eV: 9.18
E_HOMO in eV: -9.67
Largest force on an atom in eV/A: 0.78
E_LUMO in hartree: -0.01805

Cartesian coordinates (Å):
H (0.284, -0.837, 0.773)
O (1.121, -2.636, 0.423)
C (0.119, -0.111, -0.538)
C (0.738, -1.623, -0.097)
H (-1.429, 3.014, 0.624)
C (0.614, -0.984, -1.394)
C (-0.470, 1.077, -0.088)
C (-0.978, 2.101, 0.296)